[1]
A cluster of 2 separate species, C5H7N3O2 in total, computed with the ωB97M-V functional and the def2-TZVPD basis.

CARTESIAN COORDINATES (ANGSTROEM)
H 3.086 0.055 1.747
H -1.506 -1.157 1.000
H -2.697 -1.951 -0.068
H 0.536 -0.911 1.394
O -1.604 2.124 -0.510
N 2.866 0.935 -0.170
N 0.926 0.187 -0.575
C -1.812 -0.136 -0.678
O -1.061 0.888 1.181
H 1.937 1.501 -1.949
C -1.787 -1.479 0.034
N -1.478 1.053 -0.009
C 1.913 0.946 -1.029
H -1.028 -2.031 -0.349
H -1.962 0.053 -1.698
C 1.200 -0.298 0.703
C 2.472 0.222 0.977

Output
LUMO energy (alpha / beta): -1.375 / -2.917 eV
charge: 0
energy above the lowest of the compared OMol25 structures with the same formula, charge and spin: 194.2 kcal per mole
E_tot: -13855.767 eV

[2]
An isolated molecule of C5H7N3O2, computed with the ωB97M-V functional and the def2-TZVPD basis.

CARTESIAN COORDINATES (ANGSTROEM)
H -0.200 0.597 2.281
C 1.329 -1.035 -0.934
H 0.018 0.386 -2.041
N -1.487 -0.722 -0.216
H -2.025 1.567 0.346
H -0.468 2.452 -0.152
O -2.480 -0.507 0.460
C 0.152 0.083 1.318
H 1.128 1.158 -1.078
C 0.586 0.297 -1.092
O -1.245 -1.740 -0.824
C -0.456 0.412 0.010
N -1.096 1.615 -0.058
N 1.654 -1.474 0.256
C 1.204 -0.764 1.376
H 1.469 -1.577 -1.794
H 1.917 -0.748 2.142

Output
LUMO energy (alpha / beta): 0.292 / -2.602 eV
2S+1: 3
charge: 0
energy above the lowest of the compared OMol25 structures with the same formula, charge and spin: 101.2 kcal per mole
E_tot: -13856.170 eV

[3]
The ion C5H7N3O2P with charge -1, computed with the ωB97M-V functional and the def2-TZVPD basis.

CARTESIAN COORDINATES (ANGSTROEM)
C 1.191 -0.824 0.030
H -1.336 2.011 0.164
C 0.923 -2.179 0.305
N -0.971 -1.243 0.038
C -2.396 -1.128 -0.057
H -2.751 -1.417 -1.052
H -2.861 -1.780 0.685
C -0.063 -0.287 -0.153
N -0.572 1.949 -0.504
N -0.378 -2.426 0.312
H 0.029 3.802 0.538
H 1.620 -2.969 0.508
C 2.399 0.012 -0.055
H -2.677 -0.091 0.128
H 1.393 3.180 -0.871
O 3.534 -0.442 0.018
P 0.769 2.556 0.202
O 2.147 1.275 -0.236

Output
LUMO energy (alpha / beta): 3.651 / 2.683 eV
2S+1: 3
charge: -1
E_tot: -23149.092 eV

[4]
The ion C5H7N3O5P2 with charge -2, computed with the ωB97M-V functional and the def2-TZVPD basis.

CARTESIAN COORDINATES (ANGSTROEM)
H 3.401 -0.233 -2.390
H -2.461 -0.357 -1.509
H 1.364 -1.653 -0.993
O -0.533 -2.538 0.211
C 3.126 -0.210 -1.360
O -2.881 -1.756 0.873
C 0.556 0.090 1.260
C 1.963 -0.682 -0.821
O -1.896 -1.281 -1.489
N -1.576 1.150 0.813
P -3.224 1.492 -0.142
O -1.057 2.227 1.257
N 3.625 0.816 -0.596
H 0.698 -0.766 1.868
C -0.822 0.106 0.611
P -1.581 -1.524 0.132
O -2.852 1.234 -1.603
H 2.824 1.734 1.117
H 0.479 0.987 1.892
H -3.689 0.094 0.219
C 2.796 0.942 0.356
N 1.740 0.130 0.292

Output
LUMO energy: 5.992 eV
charge: -2
energy above the lowest of the compared OMol25 structures with the same formula, charge and spin: 0.0 kcal per mole
E_tot: -38584.996 eV

[5]
The ion C5H7N4O2 with charge +1, computed with the ωB97M-V functional and the def2-TZVPD basis.

CARTESIAN COORDINATES (ANGSTROEM)
N 1.557 -0.282 0.016
H -1.153 1.255 -0.548
N 0.271 0.057 -0.007
O 4.987 -0.391 0.047
C 3.854 -0.573 -0.040
H -0.624 -1.671 -0.609
H 0.585 2.022 -0.785
O 3.272 -1.805 -0.028
H -0.334 -1.546 1.092
C 2.980 1.847 0.028
C -0.110 1.495 -0.084
C 2.591 0.513 -0.053
H -1.586 -0.685 0.807
C -0.609 -0.995 0.292
H -0.108 1.958 0.880
H 1.416 -2.163 -0.644
N 1.899 -1.607 -0.003
N 3.393 2.893 0.068

Output
SMILES string: CN(C)[n+]1[nH]oc(=O)c1C#N
LUMO energy: -5.701 eV
charge: +1
energy above the lowest of the compared OMol25 structures with the same formula, charge and spin: 138.7 kcal per mole
E_tot: -15340.134 eV

[6]
An isolated molecule of C5H7N4O3PS, computed with the ωB97M-V functional and the def2-TZVPD basis.

CARTESIAN COORDINATES (ANGSTROEM)
C 3.610 1.389 -1.163
H -3.662 -0.596 2.148
P 2.258 -0.108 0.478
C 0.498 -0.200 -0.577
C -1.805 -0.504 -0.087
N -0.967 1.430 0.561
N -0.687 0.308 -0.062
O 2.905 1.312 0.029
N -2.171 1.356 0.963
O 1.686 -0.164 1.813
H -4.103 -1.333 0.528
C -3.955 -0.394 1.124
H 4.581 1.738 -0.897
S -1.465 -1.990 -0.913
H 0.970 -2.211 -1.461
H 2.988 1.997 -1.768
H 3.651 0.375 -1.503
O 3.003 -1.279 0.012
N -2.758 0.223 0.590
H -4.793 0.134 1.126
C 0.216 -1.482 -0.940

Output
LUMO energy: -0.285 eV
charge: 0
energy above the lowest of the compared OMol25 structures with the same formula, charge and spin: 0.0 kcal per mole
E_tot: -37523.125 eV

[7]
A cluster of 2 separate species, C5H7N5 in total, computed with the ωB97M-V functional and the def2-TZVPD basis.

CARTESIAN COORDINATES (ANGSTROEM)
N 0.686 0.355 2.201
C -2.544 1.245 -1.715
H -3.202 2.062 -1.683
C -1.781 0.322 -1.728
H -1.296 -1.647 -1.278
H -0.738 -1.108 -2.867
N 1.436 -1.273 -1.565
H 0.804 0.233 3.199
N 3.463 -2.047 -1.761
N 2.669 -2.515 -2.759
C 2.716 -1.287 -1.035
C -0.861 -0.792 -1.823
C 0.402 -0.563 -1.089
H 0.456 1.326 2.032
H -0.110 -0.198 1.906
H 2.978 -0.742 -0.154
N 1.505 -2.089 -2.668

Output
LUMO energy: -1.064 eV
charge: 0
energy above the lowest of the compared OMol25 structures with the same formula, charge and spin: 137.3 kcal per mole
E_tot: -12742.819 eV

[8]
An isolated molecule of C5H7NO, computed with the ωB97M-V functional and the def2-TZVPD basis.

CARTESIAN COORDINATES (ANGSTROEM)
C -1.366 -0.391 -0.535
C -0.815 0.719 0.293
H -2.408 -0.656 -0.406
H -0.971 -0.503 -1.542
C -0.427 -0.707 0.593
C 0.389 1.387 -0.340
H 0.190 1.675 -1.385
C 1.017 -0.801 0.249
H 2.730 -1.625 0.277
H -0.799 -1.264 1.450
N 1.748 -1.805 0.480
O 1.436 0.393 -0.314
H -1.417 1.272 1.002
H 0.693 2.306 0.179

Output
SMILES string: [H]/N=C1\OC[C@H]2C[C@@H]12
LUMO energy: 0.998 eV
charge: 0
energy above the lowest of the compared OMol25 structures with the same formula, charge and spin: 27.9 kcal per mole
E_tot: -8834.994 eV

[9]
An isolated molecule of C5H7NO, computed with the ωB97M-V functional and the def2-TZVPD basis.

CARTESIAN COORDINATES (ANGSTROEM)
O -0.928 1.396 -1.666
H -0.474 0.870 1.987
C -1.571 -1.733 0.467
C 0.933 0.800 0.322
H 0.755 -0.367 2.171
H 1.980 0.853 0.630
H -0.243 -0.245 -2.662
C 0.092 0.109 1.441
N 0.860 0.156 -0.970
C -0.177 0.455 -1.808
H 1.278 -0.757 -1.071
H -2.237 -2.458 0.057
H 0.571 1.817 0.169
C -0.837 -0.899 0.932

Output
SMILES string: C#CCCNC=O
LUMO energy: 0.904 eV
charge: 0
energy above the lowest of the compared OMol25 structures with the same formula, charge and spin: 43.8 kcal per mole
E_tot: -8834.304 eV

[10]
An isolated molecule of C5H7NO, computed with the ωB97M-V functional and the def2-TZVPD basis.

CARTESIAN COORDINATES (ANGSTROEM)
C -1.073 -0.785 0.523
C -0.252 0.244 0.207
C 1.048 0.713 -0.097
H -3.004 -0.239 0.101
C 2.276 0.466 -0.514
H 3.013 1.252 -0.603
N -0.752 -2.093 0.321
C 0.024 1.703 0.334
O -2.201 -0.164 -0.444
H -1.490 -2.761 0.136
H 0.118 -2.296 -0.165
H 0.078 2.124 1.334
H -0.392 2.378 -0.411
H 2.606 -0.542 -0.722

Output
SMILES string: C=C1C/C1=C(/N)O
LUMO energy (alpha / beta): -0.315 / -0.267 eV
charge: 0
energy above the lowest of the compared OMol25 structures with the same formula, charge and spin: 129.9 kcal per mole
E_tot: -8830.570 eV

[11]
An isolated molecule of C5H7NO, computed with the ωB97M-V functional and the def2-TZVPD basis.

CARTESIAN COORDINATES (ANGSTROEM)
O 0.163 0.573 -2.120
H -2.379 -0.133 1.090
C 1.736 -0.499 0.919
N 0.434 -0.730 0.995
H 2.539 -0.276 -0.909
C 0.468 0.413 -0.965
H -0.402 1.116 0.782
H -2.126 -1.148 -0.345
H 0.121 -1.615 1.362
H 2.338 1.347 -0.284
H -2.392 0.595 -0.520
C 1.863 0.362 -0.332
C -0.449 0.167 0.229
C -1.915 -0.173 0.097

Output
LUMO energy: 0.682 eV
charge: 0
energy above the lowest of the compared OMol25 structures with the same formula, charge and spin: 61.7 kcal per mole
E_tot: -8833.528 eV

[12]
An isolated molecule of C5H7NO, computed with the ωB97M-V functional and the def2-TZVPD basis.

CARTESIAN COORDINATES (ANGSTROEM)
H -0.313 -1.395 1.275
C -0.996 -1.032 0.503
N -2.315 1.348 -1.648
C 1.907 0.066 0.439
C -0.580 0.381 0.074
H 2.885 -0.211 -0.005
C 0.820 0.405 -0.554
O 1.762 0.101 1.638
C -1.553 0.933 -0.880
H -0.571 1.030 0.958
H -2.011 -1.035 0.908
H 0.879 -0.279 -1.410
H -0.966 -1.718 -0.351
H 1.053 1.404 -0.947

Output
SMILES string: C[C@H](C#N)CC=O
LUMO energy: 0.728 eV
charge: 0
energy above the lowest of the compared OMol25 structures with the same formula, charge and spin: 16.3 kcal per mole
E_tot: -8835.495 eV

[13]
An isolated molecule of C5H7NO, computed with the ωB97M-V functional and the def2-TZVPD basis.

CARTESIAN COORDINATES (ANGSTROEM)
H -2.704 0.344 0.387
N -1.095 1.244 -0.511
H 0.481 2.400 -0.909
C 1.313 0.558 -0.082
H 1.705 0.987 0.854
H -0.135 -2.488 0.875
H 2.112 0.711 -0.816
C -0.027 -1.427 0.652
C 1.071 -0.914 0.111
H -1.901 -0.608 -0.892
C 0.156 1.430 -0.517
H 1.878 -1.598 -0.140
C -1.736 0.051 -0.027
O -1.118 -0.690 1.015

Output
SMILES string: C1=COCN=CC1
LUMO energy: 0.949 eV
charge: 0
energy above the lowest of the compared OMol25 structures with the same formula, charge and spin: 40.6 kcal per mole
E_tot: -8834.441 eV

[14]
An isolated molecule of C5H7NO, computed with the ωB97M-V functional and the def2-TZVPD basis.

CARTESIAN COORDINATES (ANGSTROEM)
H -1.214 0.255 2.476
H 1.247 1.377 -1.213
C -1.002 0.552 0.423
H 0.878 0.196 -2.488
C 0.783 -0.993 0.301
C 0.311 -0.933 1.549
C -0.131 -0.190 -0.597
O -1.683 1.538 0.248
C 0.461 0.749 -1.641
H 0.685 -1.400 2.451
H -0.821 -0.885 -1.105
H -0.333 1.406 -2.011
N -0.838 -0.122 1.620
H 1.657 -1.550 -0.012

Output
SMILES string: C[C@H]1C=CNC1=O
LUMO energy: 0.943 eV
charge: 0
energy above the lowest of the compared OMol25 structures with the same formula, charge and spin: 3.3 kcal per mole
E_tot: -8836.060 eV

[15]
An isolated molecule of C5H7NO, computed with the ωB97M-V functional and the def2-TZVPD basis.

CARTESIAN COORDINATES (ANGSTROEM)
O 0.994 -1.872 -0.760
H 0.300 2.118 0.457
H 1.679 2.081 -0.438
H -1.926 1.179 -0.025
N 1.137 1.584 0.258
C -0.443 -0.375 0.072
C -0.270 -1.658 -0.337
H -1.535 0.655 1.617
H -0.937 -2.508 -0.392
H -2.536 -0.369 0.582
C 0.839 0.259 -0.106
H 2.704 -0.701 -0.904
C -1.672 0.302 0.588
C 1.666 -0.693 -0.612

Output
SMILES string: Cc1cocc1N
LUMO energy: 0.923 eV
charge: 0
energy above the lowest of the compared OMol25 structures with the same formula, charge and spin: 18.7 kcal per mole
E_tot: -8835.391 eV

[16]
An isolated molecule of C5H7NO, computed with the ωB97M-V functional and the def2-TZVPD basis.

CARTESIAN COORDINATES (ANGSTROEM)
H -2.195 -2.252 -0.229
C -2.189 -0.067 0.001
H -0.138 -2.711 -0.110
H -3.159 1.547 0.946
C -0.290 -1.662 0.092
O 0.876 -1.068 -0.017
H 2.492 1.680 0.392
H -2.957 1.670 -0.823
H 2.931 -0.061 0.805
N 1.120 0.240 -0.130
C 2.520 0.638 0.102
C -2.746 1.167 0.077
H 3.268 0.394 -0.724
C -1.638 -1.276 -0.030

Output
LUMO energy (alpha / beta): 0.314 / 0.194 eV
charge: 0
energy above the lowest of the compared OMol25 structures with the same formula, charge and spin: 157.4 kcal per mole
E_tot: -8829.376 eV